{
  "formula": "C4H6O2",
  "method": "the ωB97M-V functional and the def2-TZVPD basis",
  "species": ["O", "C", "C", "C", "C", "O", "H", "H", "H", "H", "H", "H"],
  "positions_angstrom": [[1.055, -1.642, 0.314], [1.177, -0.609, 0.930], [0.250, 0.573, 0.748], [-0.939, 0.179, -0.117], [-0.503, -0.131, -1.533], [0.488, 0.340, -2.038], [1.995, -0.494, 1.671], [0.828, 1.374, 0.268], [-0.060, 0.950, 1.730], [-1.441, -0.706, 0.287], [-1.688, 0.984, -0.159], [-1.163, -0.819, -2.101]],
  "nbo_charge": [-0.52, 0.45, -0.52, -0.52, 0.46, -0.53, 0.12, 0.26, 0.23, 0.23, 0.24, 0.11]
}

***

{
  "formula": "C2H7ClNOPS",
  "method": "the ωB97M-V functional and the def2-TZVPD basis",
  "species": ["C", "C", "N", "O", "P", "S", "Cl", "H", "H", "H", "H", "H", "H", "H"],
  "positions_angstrom": [[0.351, 1.578, 0.084], [-0.740, -0.191, 1.369], [-0.230, 0.250, 0.084], [-0.691, -1.924, -1.206], [0.486, -0.890, -0.893], [1.549, 0.106, -2.972], [1.606, -2.086, 0.226], [0.740, 1.777, -0.912], [-0.420, 2.307, 0.323], [1.168, 1.673, 0.807], [0.029, -0.146, 2.147], [-1.569, 0.456, 1.658], [-1.098, -1.215, 1.285], [-1.180, -1.695, -1.999]],
  "nbo_charge": [-0.42, -0.42, -0.78, -0.99, 1.63, -0.57, -0.23, 0.25, 0.20, 0.18, 0.19, 0.21, 0.22, 0.53]
}

***

{
  "formula": "C5H10I2N2S2",
  "method": "the ωB97M-V functional and the def2-TZVPD basis",
  "species": ["C", "C", "C", "C", "C", "N", "N", "S", "S", "I", "I", "H", "H", "H", "H", "H", "H", "H", "H", "H", "H"],
  "positions_angstrom": [[-0.647, -0.837, 1.629], [-0.739, -1.620, 0.342], [-1.386, 0.772, -0.052], [-0.627, 0.643, 1.228], [-1.071, -0.598, -0.756], [0.270, 1.317, -2.259], [1.532, 0.082, -0.407], [1.168, 0.899, 0.824], [0.553, -0.137, -1.804], [1.200, 3.353, 0.196], [4.406, -1.613, 0.198], [-1.444, -0.997, 2.421], [0.453, -1.044, 2.041], [0.160, -1.896, 0.016], [-1.456, -2.363, 0.308], [-2.512, 0.929, 0.235], [-1.120, 1.625, -0.794], [-1.024, 1.432, 2.031], [-1.661, -0.976, -1.506], [0.246, 1.468, -3.258], [3.701, -0.437, -0.633]],
  "nbo_charge": [-0.43, -0.45, -0.51, -0.40, -0.31, -1.17, -1.12, 1.00, 1.20, -0.13, -0.14, 0.24, 0.22, 0.23, 0.22, 0.23, 0.31, 0.27, 0.21, 0.38, 0.13]
}

***

{
  "formula": "C3H4BBrNO3",
  "method": "the ωB97M-V functional and the def2-TZVPD basis",
  "charge": -1,
  "species": ["N", "C", "O", "B", "O", "C", "C", "Br", "O", "H", "H", "H", "H"],
  "positions_angstrom": [[-1.464, 3.229, -1.374], [-1.016, 2.089, -1.860], [-0.429, 0.724, -2.067], [0.267, 0.336, -0.825], [-0.831, 0.305, 0.160], [-0.693, -0.904, 0.991], [0.932, -1.220, 0.765], [1.920, 0.146, 1.914], [0.933, -0.976, -0.715], [1.117, 1.144, -0.749], [-1.306, -1.821, 0.564], [-0.709, -0.720, 2.163], [1.279, -2.330, 1.033]],
  "nbo_charge": [-0.49, 0.57, -0.67, 0.82, -0.74, -0.10, 0.05, -0.11, -0.72, -0.17, 0.17, 0.18, 0.20]
}

***

{
  "formula": "C18H39InN4O4",
  "method": "the ωB97M-V functional and the def2-TZVPD basis",
  "charge": 2,
  "species": ["In", "C", "C", "C", "C", "C", "C", "N", "O", "C", "C", "C", "H", "H", "H", "H", "H", "H", "H", "H", "H", "H", "H", "H", "H", "H", "H", "H", "H", "H", "C", "C", "O", "N", "C", "H", "H", "H", "H", "H", "H", "H", "C", "C", "O", "N", "C", "H", "H", "H", "H", "H", "H", "H", "C", "C", "O", "N", "C", "H", "H", "H", "H", "H", "H", "H"],
  "positions_angstrom": [[11.761, -15.619, -2.052], [14.924, -17.053, -6.956], [14.652, -15.753, -6.182], [14.684, -14.669, -7.296], [13.478, -14.526, -8.203], [12.252, -14.370, -7.332], [12.052, -15.505, -6.279], [13.310, -15.717, -5.521], [13.183, -16.482, -4.544], [11.456, -16.682, -7.049], [10.933, -14.888, -5.422], [15.718, -15.383, -5.122], [14.048, -17.238, -7.579], [14.899, -17.916, -6.286], [15.824, -17.140, -7.557], [15.603, -14.798, -7.869], [14.888, -13.682, -6.867], [13.453, -15.339, -8.931], [13.570, -13.590, -8.755], [11.386, -14.274, -7.984], [12.451, -13.426, -6.818], [10.392, -16.647, -7.276], [11.535, -17.592, -6.446], [11.971, -16.946, -7.972], [10.444, -15.619, -4.771], [10.132, -14.656, -6.123], [11.072, -13.991, -4.819], [15.768, -16.125, -4.330], [15.418, -14.366, -4.867], [16.690, -15.247, -5.594], [11.420, -18.301, 2.296], [11.804, -16.886, 1.859], [11.792, -16.656, 0.646], [11.981, -15.897, 2.743], [12.071, -16.091, 4.189], [12.343, -18.884, 2.264], [10.660, -18.672, 1.614], [11.120, -18.423, 3.335], [11.977, -14.955, 2.386], [12.749, -15.406, 4.694], [12.253, -17.100, 4.552], [11.089, -15.909, 4.636], [12.857, -20.186, -0.338], [11.647, -19.524, -0.998], [11.815, -18.495, -1.651], [10.480, -20.175, -0.908], [9.281, -19.758, -1.592], [13.553, -19.439, 0.039], [13.406, -20.835, -1.020], [12.550, -20.754, 0.542], [10.598, -21.128, -0.600], [8.535, -20.508, -1.331], [9.458, -19.734, -2.666], [8.913, -18.818, -1.185], [12.435, -11.307, -4.272], [12.399, -11.902, -2.889], [12.949, -13.001, -2.679], [11.478, -11.447, -2.015], [10.714, -10.190, -2.115], [11.452, -11.447, -4.725], [13.253, -11.786, -4.805], [12.621, -10.235, -4.349], [11.388, -11.818, -1.083], [10.085, -10.193, -1.230], [10.060, -10.305, -2.980], [11.420, -9.374, -2.255]],
  "nbo_charge": [0.95, -0.61, 0.09, -0.43, -0.42, -0.40, 0.05, 0.36, -0.12, -0.62, -0.63, -0.61, 0.22, 0.23, 0.28, 0.25, 0.22, 0.22, 0.25, 0.25, 0.21, 0.27, 0.24, 0.24, 0.22, 0.26, 0.24, 0.24, 0.23, 0.26, -0.72, 0.71, -0.74, -0.58, -0.44, 0.24, 0.25, 0.23, 0.41, 0.23, 0.23, 0.21, -0.71, 0.71, -0.73, -0.59, -0.42, 0.24, 0.25, 0.22, 0.41, 0.23, 0.20, 0.21, -0.72, 0.69, -0.73, -0.59, -0.41, 0.24, 0.24, 0.26, 0.41, 0.23, 0.20, 0.22]
}

***

{
  "formula": "C8H9Br2N",
  "method": "the ωB97M-V functional and the def2-TZVPD basis",
  "species": ["C", "C", "C", "C", "C", "C", "C", "C", "N", "Br", "Br", "H", "H", "H", "H", "H", "H", "H", "H", "H"],
  "positions_angstrom": [[2.669, -0.057, -1.143], [2.210, -1.281, -0.666], [1.918, 1.066, -1.068], [0.936, -1.299, -0.148], [0.664, 1.029, -0.479], [0.099, -0.152, 0.018], [-2.220, -0.914, 0.081], [-1.482, 1.134, 1.556], [-1.166, -0.259, 0.675], [-2.369, 2.505, 0.471], [-2.549, 0.561, 3.022], [3.666, -0.085, -1.513], [2.981, -2.173, -0.706], [2.262, 2.097, -1.367], [0.340, -2.153, 0.255], [0.118, 1.921, -0.532], [-1.941, -1.965, -0.292], [-3.053, -0.915, 0.803], [-2.653, -0.556, -0.892], [-0.430, 1.496, 1.924]],
  "nbo_charge": [-0.23, -0.21, -0.19, -0.23, -0.26, 0.15, -0.42, -0.25, -0.46, 0.04, 0.10, 0.21, 0.23, 0.22, 0.22, 0.21, 0.22, 0.22, 0.17, 0.26]
}

***

Which frontier orbital gap belongs to each record? In order, 10.88, 7.92, 7.83, 8.41, 4.93, 8.86 eV.